(1)
Computed, not measured: a structure of composition C49H53Cl3GeN8O13ReS2 in a non-equilibrium geometry, with ωB97M-V/def2-TZVPD.

Energy (hartree): -7646.52961
Expectation value of S²: 0.76
Energy relative to the best compared isomer or geometry (same formula, charge and spin) (eV): 0.000
LUMO energy (alpha / beta) (eV): -7.218 / -6.851

Geometry as ORCA input:
```
! RIJCOSX wB97M-V def2-TZVPD def2/J DEFGRID3
* xyz 2 2
Re 1.555 -0.377 1.297
C -4.068 -2.365 3.066
C -2.935 -3.063 2.321
N -1.727 -3.191 3.131
C -1.799 -4.126 4.269
C -1.917 -3.420 5.617
C -0.603 -2.515 2.913
S -0.640 -1.314 1.602
N 0.413 -2.768 3.712
C 1.646 -2.306 3.709
O 2.153 -1.548 2.802
C 2.513 -2.703 4.818
C 2.124 -3.700 5.717
C 2.942 -4.020 6.782
C 4.149 -3.352 6.961
C 4.542 -2.365 6.067
C 3.733 -2.041 4.995
H -4.928 -2.260 2.405
H -3.752 -1.375 3.397
H -4.390 -2.940 3.933
H -2.692 -2.515 1.414
H -3.249 -4.072 2.043
H -0.905 -4.746 4.254
H -2.667 -4.763 4.106
H -1.038 -2.809 5.807
H -1.997 -4.166 6.407
H -2.801 -2.787 5.656
H 1.189 -4.219 5.566
H 2.646 -4.789 7.481
H 4.781 -3.601 7.803
H 5.480 -1.847 6.212
H 4.012 -1.262 4.299
O 3.646 0.201 1.444
C 4.210 1.192 0.963
C 3.766 1.985 -0.142
C 4.670 2.930 -0.653
C 4.371 3.640 -1.783
C 3.147 3.464 -2.430
C 2.232 2.578 -1.920
C 2.506 1.805 -0.775
O 1.541 1.009 -0.345
N 5.352 4.585 -2.329
O 5.072 5.114 -3.385
O 6.366 4.759 -1.688
H 5.181 1.477 1.387
H 5.625 3.090 -0.168
H 2.944 4.039 -3.324
H 1.267 2.450 -2.393
O 0.596 6.817 5.154
N 0.015 6.425 4.167
O -0.812 7.042 3.525
C 0.339 5.074 3.694
C -0.276 4.598 2.550
C 0.032 3.343 2.095
C 0.940 2.462 2.772
O 1.203 1.232 2.448
C 1.563 3.041 3.920
C 1.264 4.313 4.365
N 2.581 2.293 4.668
O 2.982 2.794 5.695
O 2.979 1.234 4.213
N -0.543 2.909 0.834
O -1.358 1.785 0.934
O -1.314 3.877 0.227
H -0.985 5.223 2.027
H 1.766 4.710 5.236
Cl 4.561 0.979 -5.181
C 3.579 -0.412 -4.917
C 2.220 -0.261 -4.690
C 1.449 -1.378 -4.424
C 2.003 -2.652 -4.397
C 1.136 -3.844 -4.031
C 1.460 -4.378 -2.618
N 1.922 -3.393 -1.650
C 3.249 -3.183 -1.367
C 3.300 -2.246 -0.397
N 2.014 -1.863 -0.085
C 1.200 -2.573 -0.878
O -0.239 -3.544 -4.094
C -0.683 -3.639 -5.450
C -1.999 -2.967 -5.664
C -2.268 -2.178 -6.747
Cl -1.189 -1.745 -8.000
S -3.908 -1.651 -6.789
C -4.230 -2.447 -5.304
C -3.141 -3.106 -4.828
C 3.363 -2.782 -4.672
Cl 4.105 -4.349 -4.699
C 4.155 -1.673 -4.926
H 1.775 0.724 -4.726
H 0.386 -1.279 -4.239
H 1.344 -4.675 -4.716
H 2.259 -5.108 -2.706
H 0.557 -4.861 -2.247
H 4.035 -3.732 -1.855
H 4.153 -1.842 0.120
H 0.124 -2.526 -0.875
H -0.785 -4.700 -5.711
H 0.060 -3.198 -6.120
H -5.217 -2.394 -4.874
H -3.141 -3.690 -3.918
H 5.210 -1.792 -5.128
C -6.332 -0.022 -0.858
C -5.753 1.367 -0.611
C -5.118 1.494 0.775
C -4.246 2.738 0.910
Ge -2.640 2.589 -0.277
C -2.098 2.148 -2.164
C -1.955 3.454 -2.933
C -3.223 4.305 -2.895
C -3.018 5.666 -3.548
H -6.809 -0.074 -1.836
H -7.082 -0.268 -0.106
H -5.544 -0.777 -0.818
H -6.534 2.123 -0.720
H -4.986 1.579 -1.370
H -4.517 0.600 0.979
H -5.902 1.544 1.535
H -3.831 2.852 1.911
H -4.781 3.646 0.626
H 0.229 2.617 0.196
H -2.870 1.507 -2.591
H -1.160 1.592 -2.090
H -1.703 3.209 -3.970
H -1.140 4.054 -2.517
H -3.509 4.449 -1.838
H -4.036 3.776 -3.386
H -2.311 6.263 -2.972
H -3.958 6.212 -3.611
H -2.631 5.552 -4.561
*
```



(2)
Computed, not measured: the ion C21H24N3O with charge +1 in a non-equilibrium geometry, with ωB97M-V/def2-TZVPD.

Energy (hartree): -1053.75862
SMILES: Cc1ccc2c(c1)=C[C@H](CN1CC[NH2+][C@@H](c3ccccc3)C1)C(=O)N=2
Energy relative to the best compared isomer or geometry (same formula, charge and spin) (eV): 0.396
LUMO energy (eV): -4.463

Geometry as ORCA input:
```
! RIJCOSX wB97M-V def2-TZVPD def2/J DEFGRID3
* xyz 1 1
C -2.911 -1.467 5.646
C -1.750 -1.573 4.630
C -1.327 -2.843 4.246
C -0.381 -2.911 3.169
C 0.232 -1.752 2.647
C -0.022 -0.524 3.240
C -1.138 -0.402 4.222
C 0.601 0.686 2.902
C 1.689 0.651 1.862
C 1.533 1.833 0.913
N 0.489 1.575 -0.124
C -0.938 1.191 0.208
C -1.587 0.463 -0.987
N -0.490 -0.368 -1.628
C 0.571 0.495 -2.195
C 0.729 0.342 -3.646
C -0.182 0.888 -4.514
C -0.085 0.876 -5.910
C 1.084 0.234 -6.407
C 2.108 -0.103 -5.509
C 1.876 -0.078 -4.172
C 0.581 1.921 -1.600
C 1.830 -0.739 1.141
O 2.448 -0.938 0.079
N 1.208 -1.811 1.741
H -2.808 -2.357 6.358
H -3.943 -1.563 5.221
H -2.901 -0.499 6.195
H -1.864 -3.736 4.535
H -0.113 -3.892 2.833
H -1.506 0.521 4.567
H 0.421 1.675 3.486
H 2.616 0.754 2.305
H 2.506 2.028 0.416
H 1.262 2.813 1.316
H -0.956 0.553 1.094
H -1.433 2.070 0.509
H -2.380 -0.206 -0.602
H -2.006 1.268 -1.669
H -0.151 -1.093 -0.944
H -0.870 -0.814 -2.430
H 1.487 -0.012 -1.784
H -0.953 1.376 -3.972
H -0.775 1.222 -6.693
H 1.226 0.030 -7.448
H 3.041 -0.350 -5.983
H 2.516 -0.381 -3.411
H 1.591 2.354 -1.853
H -0.174 2.596 -1.999
*
```



(3)
Computed, not measured: a cluster of 14 separate species, C44H124N8O14 in total in a non-equilibrium geometry, with ωB97M-V/def2-TZVPD.

Energy (hartree): -3241.75064
Expectation value of S²: 0.75
Energy relative to the best compared isomer or geometry (same formula, charge and spin) (eV): 4.596
LUMO energy (alpha / beta) (eV): 1.845 / 1.878

Geometry as ORCA input:
```
! RIJCOSX wB97M-V def2-TZVPD def2/J DEFGRID3
* xyz -1 2
C -17.356 -6.429 2.157
C -16.318 -6.123 1.022
C -15.355 -4.976 1.407
O -14.310 -4.783 0.468
C -14.764 -4.419 -0.780
N -15.502 -7.333 0.725
H -17.962 -5.598 2.520
H -16.916 -6.753 3.101
H -18.058 -7.177 1.787
H -16.782 -5.748 0.110
H -15.070 -5.007 2.459
H -15.939 -4.055 1.415
H -13.952 -4.173 -1.464
H -15.329 -3.497 -0.643
H -15.389 -5.028 -1.433
H -14.763 -6.949 0.154
H -15.926 -7.972 0.068
C -5.888 0.274 4.512
C -6.833 -0.526 3.537
C -6.790 -2.070 3.747
O -7.735 -2.720 2.823
C -7.984 -4.066 3.148
N -8.127 0.013 3.715
H -5.921 1.349 4.336
H -4.823 0.127 4.328
H -6.060 0.110 5.576
H -6.563 -0.235 2.522
H -6.924 -2.448 4.760
H -5.877 -2.492 3.326
H -8.708 -4.447 2.427
H -8.573 -4.003 4.063
H -7.110 -4.711 3.064
H -8.766 -0.605 3.236
H -8.339 -0.331 4.641
C -7.519 -7.970 4.290
C -8.422 -7.950 3.034
C -9.850 -7.339 3.170
O -10.455 -7.526 1.911
C -11.868 -7.251 1.874
N -7.742 -7.115 2.118
H -6.471 -7.962 3.992
H -7.713 -8.960 4.703
H -7.806 -7.101 4.882
H -8.379 -8.938 2.575
H -9.907 -6.275 3.402
H -10.414 -8.043 3.781
H -12.502 -7.981 2.378
H -12.355 -7.228 0.900
H -11.989 -6.246 2.278
H -8.459 -7.020 1.414
H -7.072 -7.713 1.656
C -9.975 -5.713 -3.729
C -10.166 -6.857 -2.694
C -10.347 -6.256 -1.266
O -9.376 -5.277 -0.837
C -9.827 -4.273 0.109
N -11.323 -7.641 -3.090
H -9.880 -6.163 -4.717
H -9.080 -5.120 -3.543
H -10.773 -4.974 -3.785
H -9.278 -7.486 -2.754
H -10.473 -7.106 -0.596
H -11.314 -5.755 -1.314
H -10.121 -4.843 0.990
H -10.632 -3.585 -0.150
H -8.898 -3.721 0.254
H -11.506 -7.674 -4.083
H -12.063 -7.003 -2.838
C -5.081 -4.947 5.637
C -3.996 -4.462 6.585
C -3.230 -3.216 6.063
O -2.636 -3.384 4.774
C -1.650 -4.429 4.535
N -4.599 -4.206 7.859
H -5.586 -5.847 5.989
H -4.591 -5.301 4.730
H -5.785 -4.123 5.524
H -3.229 -5.217 6.761
H -2.454 -2.942 6.778
H -3.852 -2.321 6.021
H -2.154 -5.366 4.773
H -0.796 -4.392 5.211
H -1.357 -4.540 3.491
H -5.049 -5.089 8.052
H -3.895 -4.070 8.571
C -10.546 -11.415 5.348
C -10.618 -12.442 4.187
C -10.908 -13.887 4.748
O -9.917 -14.378 5.711
C -8.546 -14.521 5.236
N -11.769 -12.075 3.435
H -9.772 -11.717 6.053
H -11.435 -11.210 5.945
H -10.231 -10.452 4.946
H -9.731 -12.334 3.563
H -11.081 -14.592 3.935
H -11.884 -13.861 5.234
H -7.841 -13.947 5.838
H -8.366 -14.303 4.183
H -8.069 -15.492 5.372
H -11.791 -11.082 3.251
H -12.501 -12.263 4.105
C -4.482 -5.663 1.728
C -4.954 -4.858 0.572
C -3.948 -4.802 -0.680
O -2.651 -4.442 -0.271
C -2.628 -3.036 0.205
N -6.256 -5.320 0.138
H -3.562 -5.358 2.225
H -4.222 -6.643 1.329
H -5.265 -5.727 2.484
H -5.117 -3.822 0.868
H -4.400 -3.989 -1.247
H -3.996 -5.761 -1.197
H -3.266 -2.833 1.065
H -2.837 -2.323 -0.592
H -1.570 -2.960 0.454
H -6.642 -5.629 1.019
H -6.758 -4.541 -0.263
C -6.051 -10.950 9.799
C -7.568 -10.497 9.757
C -8.082 -9.892 8.433
O -7.503 -8.648 8.034
C -6.206 -8.705 7.469
N -8.421 -11.573 10.206
H -5.967 -11.574 10.688
H -5.428 -10.065 9.931
H -5.682 -11.673 9.071
H -7.754 -9.755 10.533
H -9.130 -9.734 8.687
H -8.023 -10.570 7.582
H -5.870 -7.958 6.750
H -6.011 -9.718 7.119
H -5.377 -8.616 8.172
H -9.402 -11.370 10.079
H -8.405 -11.600 11.215
C -3.006 -8.066 4.319
C -3.679 -9.377 4.600
O -3.036 -10.021 5.604
H -3.601 -7.823 3.439
H -1.933 -8.127 4.135
H -3.180 -7.266 5.039
H -3.595 -9.987 3.701
H -4.750 -9.255 4.760
H -2.382 -10.559 5.153
C -12.445 -10.914 -0.146
C -12.169 -10.931 -1.601
O -12.876 -9.875 -2.313
H -13.490 -11.085 0.114
H -12.155 -9.981 0.336
H -11.844 -11.720 0.275
H -12.392 -11.890 -2.071
H -11.104 -10.763 -1.767
H -12.307 -9.104 -2.379
C -14.608 -10.268 3.319
C -15.805 -9.356 3.699
O -16.739 -9.410 2.649
H -13.889 -10.458 4.116
H -14.083 -9.664 2.579
H -14.884 -11.181 2.792
H -15.317 -8.394 3.854
H -16.234 -9.579 4.676
H -16.522 -8.650 2.103
C -12.557 -5.961 5.970
C -13.627 -6.847 5.355
O -14.948 -6.628 5.825
H -12.281 -6.341 6.954
H -12.885 -4.935 6.134
H -11.688 -6.087 5.324
H -13.403 -7.858 5.696
H -13.615 -6.888 4.266
H -15.077 -6.673 6.775
C -11.816 -2.872 2.836
C -11.223 -1.484 3.079
O -11.118 -1.382 4.490
H -11.119 -3.617 3.218
H -11.775 -3.131 1.778
H -12.811 -3.077 3.230
H -11.804 -0.728 2.551
H -10.235 -1.466 2.619
H -11.977 -1.565 4.877
C -6.345 -9.910 -1.309
C -6.353 -8.679 -0.420
O -5.611 -8.919 0.727
H -6.442 -10.835 -0.742
H -5.321 -10.066 -1.649
H -7.058 -9.788 -2.124
H -7.389 -8.557 -0.103
H -6.166 -7.758 -0.972
H -4.661 -8.979 0.597
*
```



(4)
Computed, not measured: a structure of composition C11H15IN5RhS3SbSi, with ωB97M-V/def2-TZVPD.

Energy (hartree): -2834.72040
Expectation value of S²: 0.76
Energy relative to the best compared isomer or geometry (same formula, charge and spin) (eV): 1.163
LUMO energy (alpha / beta) (eV): 4.508 / 3.483

Geometry as ORCA input:
```
! RIJCOSX wB97M-V def2-TZVPD def2/J DEFGRID3
* xyz -2 2
Rh 1.389 1.107 -0.785
C 2.040 2.446 2.755
C 1.086 1.309 2.556
C 0.393 0.737 3.611
C -0.498 -0.303 3.339
C -0.668 -0.772 2.061
C 0.095 -0.185 1.026
N 0.930 0.862 1.312
N 0.120 -0.468 -0.277
Si -0.798 -1.696 -1.078
C -0.642 -3.380 -0.246
C -0.243 -1.892 -2.852
C -2.621 -1.202 -1.083
H 2.215 2.625 3.816
H 1.646 3.353 2.292
H 2.984 2.240 2.252
H 0.542 1.103 4.618
H -1.067 -0.748 4.149
H -1.364 -1.569 1.844
H 0.413 -3.591 -0.069
H -1.045 -4.142 -0.921
H -1.177 -3.459 0.702
H 0.708 -2.425 -2.911
H -0.126 -0.929 -3.350
H -1.004 -2.466 -3.391
H -3.037 -1.182 -0.073
H -3.214 -1.904 -1.677
H -2.745 -0.203 -1.506
S 5.575 0.302 -1.118
Sb 3.441 -0.359 -0.788
S 2.130 0.526 -2.823
S 3.057 -2.525 -0.223
I 2.851 3.361 -0.724
N -3.668 4.081 -3.510
C -3.155 3.577 -2.597
N -2.688 3.030 -1.491
C -1.468 2.573 -1.475
N -0.385 2.174 -1.362
*
```